# 1
The following is a DFT calculation (wB97M-V/def2-TZVPD) of C52H48BrMoN7O3S3 as an isolated structure.

Properties
⟨S²⟩ = 2.013
Kohn-Sham gap (spin up / spin down) = 6.96 / 6.50 eV
relative energy (zero: lowest compared OMol25 entry of this formula, charge and spin) = 20.1 kJ/mol
2S+1 = 3
charge = +2
LUMO (spin up / spin down) = -5.520 / -5.982 eV

Each line ends with the Mulliken charge.
Positions of all 115 atoms, in Å:
C: 1.70 2.89 2.60  0.545
Br: 1.04 -0.09 -3.46  -0.076
C: -2.04 3.08 -6.52  -2.138
Mo: 1.10 -0.45 -0.24  -0.628
C: -3.61 -4.62 4.27  -1.432
S: -0.69 -1.20 2.01  -0.431
N: 2.18 -0.62 1.74  1.967
C: -2.47 1.42 -1.82  -0.916
H: -3.75 -3.90 5.08  0.382
C: 0.94 -5.97 2.54  -0.792
O: 4.83 -2.38 -0.42  -0.557
C: 3.06 1.82 -1.29  -0.481
H: -0.07 6.61 1.57  0.431
H: -3.91 2.59 -2.84  0.424
N: 0.99 1.53 0.76  2.654
H: -3.69 4.99 -5.64  0.501
C: 3.89 -1.65 -0.57  -0.082
H: 4.22 -0.51 5.03  0.530
C: 5.29 -4.81 5.04  -0.337
H: -5.00 2.26 -4.92  0.313
C: -1.22 -2.44 -1.38  -0.731
H: -4.49 3.17 -0.81  0.424
C: -3.67 -0.13 -0.23  -1.231
C: -1.21 0.81 -1.98  -0.260
C: -3.32 1.34 -0.52  2.526
C: 1.65 1.68 1.93  -1.431
H: 5.79 -5.39 5.80  0.461
H: 1.08 4.95 2.53  0.506
C: -1.13 -4.82 -1.52  -0.931
H: 2.47 3.91 4.37  0.534
C: -0.28 4.99 0.14  0.439
C: -1.84 -3.64 -1.65  -1.258
N: 2.53 -1.98 -0.59  0.729
H: -2.87 -3.64 -1.98  0.616
H: -4.08 1.25 -6.05  0.351
H: -4.43 -4.49 3.56  0.348
H: -4.01 4.40 -4.01  0.297
C: 2.43 2.96 3.84  -1.278
N: 2.96 0.54 -0.88  1.207
H: -2.73 -2.43 3.22  0.315
H: -1.36 8.15 -0.12  0.432
H: 2.53 -2.65 1.75  0.335
C: -1.13 7.11 -0.30  -0.945
C: 0.39 2.58 0.24  -1.354
H: -1.69 1.34 0.94  -0.157
H: -3.23 1.93 1.55  0.614
C: 4.34 -4.11 3.05  -0.628
H: 1.07 -6.17 1.47  0.121
H: -4.38 -0.17 0.60  0.531
C: 0.73 -3.51 -0.88  0.126
C: 3.63 -0.55 4.11  -0.970
C: 4.08 -0.19 -0.85  0.197
H: 6.39 2.08 -1.74  0.475
C: -0.91 -2.82 2.44  -0.180
C: -4.27 2.28 -5.74  -1.663
S: 4.76 -3.23 5.41  -0.176
H: 2.15 2.38 -1.40  0.664
H: -5.20 1.98 0.28  0.470
H: -3.67 -5.62 4.68  0.370
C: -2.32 2.17 -4.18  0.227
C: -4.64 2.10 -0.65  -2.417
C: 2.31 0.53 2.45  -0.773
C: -1.13 1.48 -4.33  -0.654
H: 4.08 -4.18 2.00  0.769
C: 2.16 -3.33 -0.52  -0.068
H: -2.27 2.96 0.48  0.112
C: -2.57 1.93 0.68  -1.210
C: -0.17 -4.99 2.74  0.943
H: -2.79 -0.70 0.08  -0.168
O: 2.87 -4.27 -0.24  -0.588
H: 1.88 -5.53 2.89  0.020
C: 2.73 -1.71 2.25  -0.526
H: -0.12 2.43 -0.71  0.548
H: 4.29 3.43 -1.93  0.535
S: -0.99 4.82 -1.41  0.250
C: -2.31 -4.40 3.59  0.630
H: 0.76 -6.91 3.06  0.453
C: -2.96 2.09 -2.94  -0.449
C: -1.49 6.45 -1.44  -0.391
H: -2.37 4.90 -4.48  0.253
H: 0.84 -5.62 -1.04  0.681
H: -1.06 3.50 -6.26  0.421
C: -3.28 4.40 -4.82  -1.482
N: 0.03 -3.77 2.25  0.317
H: -1.87 2.10 -7.00  0.393
H: 5.27 -6.11 3.32  0.426
C: -0.43 6.26 0.61  -0.571
C: 4.14 -3.00 3.82  0.343
H: -2.03 6.84 -2.29  0.526
C: 3.51 -1.73 3.42  0.053
C: 0.20 -4.75 -1.13  -0.608
H: 6.17 -0.35 -1.07  0.617
C: -1.34 -5.35 3.42  -1.142
C: 3.05 1.87 4.34  -1.106
H: -5.27 1.72 -1.46  0.468
C: 3.00 0.61 3.64  0.602
H: -2.49 3.73 -7.27  0.446
N: -2.06 -3.17 3.09  0.157
C: 5.01 -5.15 3.76  -0.751
C: 5.32 0.32 -1.13  -0.734
C: -2.96 2.97 -5.31  1.995
N: 0.05 -2.37 -0.98  0.875
C: 0.39 3.86 0.82  -0.122
C: 1.05 3.99 2.02  -0.665
C: 4.27 2.40 -1.61  -1.122
H: -4.72 2.81 -6.58  0.478
H: -4.13 -0.60 -1.09  0.287
H: -1.75 -1.51 -1.51  0.812
H: -1.60 -5.78 -1.72  0.485
H: -1.48 -6.35 3.81  0.440
O: -0.51 0.23 -0.94  1.369
C: 5.43 1.65 -1.51  -0.575
H: 3.60 1.92 5.27  0.524
C: -0.61 0.82 -3.23  0.359
H: -0.60 1.46 -5.27  0.537

---

# 2
The following is a DFT calculation (wB97M-V/def2-TZVPD) of a 2-piece molecular cluster, C5H14N2S overall.

Properties
Kohn-Sham gap = 3.52 eV
relative energy (zero: lowest compared OMol25 entry of this formula, charge and spin) = 506.4 kJ/mol
LUMO = -3.724 eV

Each line ends with the Mulliken charge.
Positions of all 22 atoms, in Å:
H: -0.17 -1.15 1.39  0.373
H: 1.06 2.44 -0.57  0.375
H: 1.83 -1.39 2.34  0.303
N: 1.86 -0.71 1.57  -0.518
S: 1.60 -2.65 -0.74  -0.585
H: -2.06 1.35 -2.28  0.324
C: -1.97 0.22 -0.38  -0.228
H: 0.21 0.31 2.39  0.443
N: -1.03 1.04 0.22  -0.294
H: 2.22 1.46 0.47  0.431
C: 0.29 0.60 0.23  0.830
H: -1.88 -0.88 -0.24  0.201
H: -2.98 0.49 -0.06  0.426
H: -1.09 -0.12 -2.39  0.340
H: 1.92 -3.95 -0.74  0.063
C: 1.21 1.83 0.32  -1.546
H: -2.90 -0.11 -2.29  0.377
C: -1.96 0.32 -1.92  -1.152
H: 0.81 2.52 1.07  0.345
C: 0.47 -0.27 1.50  -0.813
H: 2.03 -1.26 0.71  0.149
H: 0.53 -0.07 -0.61  0.157

---

# 3
The following is a DFT calculation (wB97M-V/def2-TZVPD) of one molecule with the formula C6H7NS.

Properties
Kohn-Sham gap = 7.73 eV
relative energy (zero: lowest compared OMol25 entry of this formula, charge and spin) = 637.4 kJ/mol
LUMO = 0.074 eV

Each line ends with the Mulliken charge.
Positions of all 15 atoms, in Å:
H: -0.15 1.89 -0.30  0.198
H: -0.57 -0.44 1.37  0.311
C: 1.94 1.17 -0.21  -0.525
H: -1.89 -1.06 -0.81  0.470
H: -1.09 0.05 -1.54  0.534
H: 0.49 1.56 1.41  0.275
C: -1.35 -0.22 -0.59  -1.870
N: 2.09 -1.50 0.07  -0.199
H: -2.16 0.41 -0.35  0.469
C: 1.06 -0.95 -0.26  -0.227
H: 4.00 -1.86 0.49  0.443
C: 3.29 -1.12 0.22  -0.255
C: 0.58 1.12 0.30  -0.159
C: -0.10 -0.26 0.33  0.676
S: 3.43 0.59 -0.16  -0.141

---

# 4
The following is a DFT calculation (wB97M-V/def2-TZVPD) of C4H6N2 as an isolated structure.

Properties
Kohn-Sham gap (spin up / spin down) = 8.29 / 8.29 eV
relative energy (zero: lowest compared OMol25 entry of this formula, charge and spin) = 515.5 kJ/mol
LUMO (spin up / spin down) = -0.601 / -0.601 eV

Each line ends with the Mulliken charge.
Positions of all 12 atoms, in Å:
C: -0.51 -0.25 -0.76  -0.371
N: 2.71 0.49 0.29  -0.169
H: -1.61 -0.26 1.27  0.287
H: -1.57 1.37 0.38  0.301
H: 1.89 -1.16 1.47  0.377
C: 0.83 -0.06 -0.20  0.412
H: -2.62 0.18 -0.23  0.324
N: 1.93 1.03 -0.54  -0.252
H: -0.49 -1.41 -1.00  0.233
C: 1.68 -0.38 0.83  -0.486
C: -1.62 0.26 0.25  -0.964
H: -0.63 0.19 -1.75  0.308

---

What is the relative energy (zero: lowest compared OMol25 entry of this formula, charge and spin) in the first record?
20.1 kJ/mol

---

Among the records above, which one has the lowest relative energy (zero: lowest compared OMol25 entry of this formula, charge and spin)?
C52H48BrMoN7O3S3

---

Which of these has the lowest relative energy (zero: lowest compared OMol25 entry of this formula, charge and spin)?
C52H48BrMoN7O3S3